Formula: C6H16N2P
Source: the OMol25 dataset
Level of theory: the ωB97M-V functional and the def2-TZVPD basis

The calculation puts the LUMO energy at -0.238 hartree. As for the HOMO energy: -12.186 eV. The calculation puts the HOMO-LUMO gap at 5.7216 eV. As for the energy above the lowest of the compared OMol25 structures with the same formula, charge and spin: 165.6 kJ/mol. The total energy is -18740.596 eV. As for the net charge: +1. The spin multiplicity is 1.

The geometry in XYZ format:
```
25
C6H16N2P (the ωB97M-V functional and the def2-TZVPD basis)
C -1.3511 -0.2620 -0.4092
C -0.7916 -0.3222 -1.8449
C -0.4757 -0.5751 1.8271
C -3.3047 0.2855 0.8920
C 3.1307 -0.5253 -1.5326
C 2.5610 1.2541 0.8477
N -0.3781 -0.3804 0.4228
N -2.6143 0.0956 -0.3497
P 2.8661 -0.4811 0.3236
H -0.2020 0.6553 -1.9613
H -1.5408 -0.4158 -2.6705
H 0.0279 -1.0709 -1.9198
H 0.5429 -0.5975 2.1292
H -1.0393 0.3427 2.2408
H -0.9113 -1.5154 2.0563
H -4.3555 -0.0898 0.8783
H -3.2864 1.2889 1.3522
H -2.7590 -0.3784 1.5898
H 2.3953 0.1962 -2.0267
H 2.9594 -1.6111 -1.8785
H 4.1647 -0.2617 -1.7820
H 1.8143 0.9749 1.6542
H 2.1822 1.7102 -0.0213
H 3.4870 1.6311 1.3494
H -3.1218 0.0521 -1.1668
```

=====

Formula: C35H31AsBrCl5CoN2O
Source: the OMol25 dataset
Level of theory: the ωB97M-V functional and the def2-TZVPD basis

The calculation puts the LUMO energy (spin up / spin down) at -0.183 / -0.181 hartree. As for the HOMO energy (spin up / spin down): -9.991 / -9.994 eV. The calculation puts the HOMO-LUMO gap (spin up / spin down) at 5.0165 / 5.0618 eV. The total energy is -272938.130 eV. As for the net charge: +1. The spin multiplicity is 1.

The geometry in XYZ format:
```
77
C35H31AsBrCl5CoN2O (the ωB97M-V functional and the def2-TZVPD basis)
Co -0.5015 -2.1911 -0.2668
Cl 2.8668 -1.1654 -1.7535
C 2.5557 -2.7416 -1.1484
C 1.3363 -3.0250 -0.5382
C 1.2176 -4.3142 -0.0210
Cl -0.2453 -4.6049 0.8534
C 2.1763 -5.3069 -0.1391
Cl 1.9045 -6.8976 0.4508
C 3.3803 -4.9821 -0.7710
Cl 4.6078 -6.1614 -0.9291
C 3.5798 -3.6860 -1.2451
Cl 5.0844 -3.2627 -1.9517
O -6.6489 -1.9443 -0.4333
C -5.3433 -2.0528 -0.2077
C -4.6497 -1.3221 0.7656
C -3.2943 -1.5087 0.9098
N -2.5738 -2.3107 0.1191
C -3.2436 -3.0034 -0.8061
Br -2.1665 -4.0849 -1.9416
C -4.6036 -2.9455 -0.9937
H -7.0758 -1.3268 0.1743
H -5.1563 -0.6092 1.3973
H -2.7458 -0.9897 1.6904
H -5.0920 -3.5486 -1.7393
C -3.4933 5.3676 1.8553
C -2.8009 4.0694 1.5996
C -2.0383 3.4443 2.5780
C -1.3485 2.2691 2.3147
C -0.5967 1.5654 3.4094
C -1.3834 1.7245 1.0208
As -0.2354 0.1008 0.7808
N -0.2806 -0.3670 -0.9499
C 0.0749 -0.0555 -2.1985
C -0.2842 -0.9559 -3.2340
C 0.0325 -0.7016 -4.5440
C 0.7204 0.4600 -4.8817
C 1.1027 1.3454 -3.8803
C 0.7926 1.1071 -2.5621
C 1.6900 0.5114 1.1107
C 2.4609 -0.5524 1.6032
C 1.8714 -1.7147 2.3520
C 3.8448 -0.4837 1.5055
C 4.4801 0.6176 0.9500
C 5.9613 0.6428 0.7574
C 3.7018 1.7129 0.6028
C 2.3156 1.6886 0.6868
C 1.5626 2.9607 0.4263
C -2.2523 2.2651 0.0644
C -2.4839 1.6213 -1.2691
C -2.9273 3.4388 0.3689
H -3.2253 5.7708 2.8265
H -4.5719 5.2330 1.8180
H -3.2283 6.0910 1.0869
H -1.9884 3.8830 3.5643
H -0.6858 2.1019 4.3504
H 0.4677 1.4658 3.1674
H -1.0040 0.5552 3.5442
H -0.8328 -1.8488 -2.9603
H -0.2602 -1.4080 -5.3054
H 0.9575 0.6597 -5.9141
H 1.6514 2.2347 -4.1450
H 1.1252 1.7841 -1.7929
H 0.8997 -2.0111 1.9443
H 1.7360 -1.4313 3.3980
H 2.5413 -2.5701 2.3189
H 4.4312 -1.3220 1.8575
H 6.3727 -0.3555 0.8671
H 6.4287 1.2894 1.4994
H 6.2165 1.0222 -0.2304
H 4.1853 2.6107 0.2457
H 2.0714 3.5713 -0.3145
H 1.5134 3.5483 1.3458
H 0.5373 2.7756 0.1071
H -2.6356 0.5455 -1.1596
H -1.6320 1.7781 -1.9295
H -3.3582 2.0488 -1.7520
H -3.5689 3.8812 -0.3798
```

=====

Formula: C41H44AsBN6O2RuS5
Source: the OMol25 dataset
Level of theory: the ωB97M-V functional and the def2-TZVPD basis

The calculation puts the LUMO energy (spin up / spin down) at 0.078 / 0.018 hartree. As for the HOMO energy (spin up / spin down): -4.699 / -5.383 eV. The calculation puts the HOMO-LUMO gap (spin up / spin down) at 6.8125 / 5.8819 eV. As for the energy above the lowest of the compared OMol25 structures with the same formula, charge and spin: 3.6 kJ/mol. The total energy is -174545.679 eV. As for the net charge: -1. The spin multiplicity is 6.

The geometry in XYZ format:
```
101
C41H44AsBN6O2RuS5 (the ωB97M-V functional and the def2-TZVPD basis)
Ru -0.1224 1.7368 0.4518
C -4.8775 1.3186 -1.6936
C -3.5664 1.0851 -0.9565
C -3.3710 -0.3936 -0.6076
C -3.4652 1.9498 0.2662
C -4.3913 2.8683 0.7827
C -3.7872 3.3740 1.9145
N -2.5878 2.7951 2.0495
N -2.3794 1.9165 1.0391
B -1.5255 3.0592 3.1379
N -0.4203 4.0230 2.6336
C -0.3208 5.3270 2.9158
C 0.7893 5.8216 2.2630
C 1.3295 4.7152 1.5927
N 0.5861 3.6317 1.8175
C 2.5963 4.7239 0.7796
C 2.3905 4.3079 -0.6788
C 3.6905 3.8908 1.4494
N -0.9088 1.7154 3.5739
C -0.8943 1.1904 4.8078
C -0.3429 -0.0718 4.7406
C -0.0438 -0.2505 3.3767
N -0.3721 0.8396 2.6931
C 0.4678 -1.4862 2.6922
C 1.7707 -1.9831 3.3152
C -0.6040 -2.5803 2.7058
H -4.9164 0.7027 -2.5950
H -4.9567 2.3643 -1.9935
H -5.7370 1.0563 -1.0671
H -2.7670 1.4120 -1.6238
H -4.1715 -0.7482 0.0495
H -2.4211 -0.5597 -0.0974
H -3.3797 -1.0001 -1.5185
H -5.3552 3.1301 0.3810
H -4.1299 4.0990 2.6359
H -2.0620 3.5800 4.0885
H -1.0384 5.8051 3.5633
H 1.1763 6.8278 2.2808
H 2.9219 5.7678 0.7851
H 1.9618 3.3081 -0.7477
H 3.3469 4.3041 -1.2092
H 1.6995 4.9773 -1.1911
H 3.4076 2.8372 1.4767
H 3.8613 4.2239 2.4757
H 4.6299 3.9774 0.8965
H -1.2904 1.7472 5.6417
H -0.2028 -0.7720 5.5479
H 0.6637 -1.2191 1.6522
H 1.6208 -2.2710 4.3599
H 2.5421 -1.2115 3.2818
H 2.1400 -2.8622 2.7788
H -0.8818 -2.8325 3.7331
H -0.2432 -3.4901 2.2162
H -1.5027 -2.2482 2.1828
S 4.7808 0.2572 -4.7079
C 3.6506 0.4400 -3.5305
S 1.9537 0.4497 -3.8237
C 1.3919 0.5013 -2.1721
C 2.4267 0.5337 -1.1975
S 2.2298 0.5455 0.4693
S 4.0348 0.5103 -1.8503
S -0.2467 0.4606 -1.8668
C -1.6264 5.6173 -1.0829
C -1.5590 4.1313 -1.3958
O -2.3443 3.6646 -2.2206
O -0.6615 3.4726 -0.7545
H -1.3943 6.1802 -1.9890
H -0.9353 5.8902 -0.2860
H -2.6473 5.8687 -0.7916
C -0.6060 -7.4226 0.5445
C 0.5015 -6.7252 1.0074
C 0.7117 -5.4092 0.6155
C -0.1777 -4.7735 -0.2457
C -1.2925 -5.4756 -0.6946
C -1.5040 -6.7926 -0.3064
As 0.0513 -2.8627 -0.6990
C 1.9424 -2.9533 -1.1555
C 3.0204 -2.8801 -0.2856
C 4.3136 -2.9616 -0.7867
C 4.5226 -3.0853 -2.1567
C 3.4465 -3.1243 -3.0312
C 2.1482 -3.0641 -2.5337
C 0.9105 -3.0881 -3.3468
C 0.8540 -3.1402 -4.7360
C -0.3752 -3.1251 -5.3785
C -1.5533 -3.0454 -4.6431
C -1.5033 -2.9802 -3.2570
C -0.2760 -3.0146 -2.6120
H -0.7690 -8.4498 0.8464
H 1.2091 -7.2072 1.6709
H 1.5878 -4.8834 0.9770
H -1.9984 -5.0018 -1.3665
H -2.3719 -7.3276 -0.6727
H 2.8621 -2.7389 0.7783
H 5.1583 -2.9008 -0.1121
H 5.5312 -3.1163 -2.5491
H 3.6242 -3.1862 -4.0980
H 1.7663 -3.1717 -5.3199
H -0.4149 -3.1542 -6.4602
H -2.5087 -3.0133 -5.1511
H -2.4202 -2.8786 -2.6888
```

=====

Formula: C15H19N2O
Source: the OMol25 dataset
Level of theory: the ωB97M-V functional and the def2-TZVPD basis

The calculation puts the LUMO energy at -0.217 hartree. As for the HOMO energy: -11.181 eV. The calculation puts the HOMO-LUMO gap at 5.2718 eV. As for the energy above the lowest of the compared OMol25 structures with the same formula, charge and spin: 235.9 kJ/mol. The total energy is -20882.031 eV. As for the net charge: +1. The spin multiplicity is 1.

The geometry in XYZ format:
```
37
C15H19N2O (the ωB97M-V functional and the def2-TZVPD basis)
O 2.6981 -0.9104 -1.1275
C 2.9552 0.0555 -0.4139
C 4.0468 1.0547 -0.8166
C 4.6367 1.9019 0.3179
C 3.5602 2.3752 1.2960
C 2.7620 1.1986 1.8824
C 2.2245 0.2854 0.8336
N 1.4771 -0.7814 1.2244
N 0.7655 -1.6259 1.5482
H 4.8541 0.5097 -1.3286
H 3.6076 1.7373 -1.5665
H 5.4009 1.3184 0.8514
H 5.1482 2.7688 -0.1197
H 4.0241 2.9506 2.1051
H 2.8697 3.0449 0.7658
H 3.4105 0.6382 2.5846
H 1.9248 1.5891 2.4798
C -2.6272 0.0795 1.6803
C -2.7236 0.1869 0.2026
C -2.9319 1.5512 -0.3458
C -2.7723 -0.9643 -0.6036
C -3.1515 -0.9307 -1.9911
C -3.2095 -2.0915 -2.7533
C -2.8891 -3.3341 -2.1907
C -2.5217 -3.4052 -0.8399
C -2.4650 -2.2581 -0.0627
H -3.2352 -0.7473 2.0772
H -1.5956 -0.0717 2.0299
H -2.9962 1.0102 2.1343
H -3.5083 1.5810 -1.2744
H -3.4730 2.1512 0.4013
H -1.9775 2.0679 -0.5289
H -3.4206 0.0241 -2.4508
H -3.5077 -2.0271 -3.8019
H -2.9272 -4.2380 -2.7969
H -2.2727 -4.3673 -0.3891
H -2.1605 -2.3270 0.9870
```

=====

Formula: C10H11O4P
Source: the OMol25 dataset
Level of theory: the ωB97M-V functional and the def2-TZVPD basis

The calculation puts the LUMO energy at 0.204 hartree. As for the HOMO energy: -0.190 eV. The calculation puts the HOMO-LUMO gap at 5.7436 eV. As for the energy above the lowest of the compared OMol25 structures with the same formula, charge and spin: 0.0 kJ/mol. The total energy is -28027.898 eV. The SMILES is CC(C)(C(=O)c1ccccc1)P(=O)([O-])[O-]. As for the net charge: -2. The spin multiplicity is 1.

The geometry in XYZ format:
```
26
C10H11O4P (the ωB97M-V functional and the def2-TZVPD basis)
C 0.5817 -1.8694 -2.3599
C 0.1015 -1.0483 -1.1096
C -1.2849 -0.4798 -1.3152
C 1.1367 -0.2012 -0.4868
O 2.3258 -0.2430 -0.8281
C 0.6721 0.8388 0.5270
C -0.3496 0.5766 1.4528
C -0.8050 1.5866 2.2708
C -0.3284 2.8550 2.0840
C 0.7951 3.0219 1.2447
C 1.2191 2.0805 0.3767
P -0.2135 -2.5705 0.3147
O -0.4224 -3.7618 -0.5757
O 0.9857 -2.5106 1.2369
O -1.5024 -2.0919 0.9760
H -0.1060 -2.5978 -2.7031
H 1.3960 -2.4961 -1.9190
H 0.8175 -1.0812 -3.0780
H -1.9337 -1.2798 -1.5056
H -1.6129 0.4008 -0.5280
H -1.2679 0.0980 -2.2264
H -0.9025 -0.3988 1.5664
H -1.4402 1.2448 3.1184
H -0.9372 3.6630 2.6237
H 1.0591 4.0656 1.1343
H 2.0164 2.1986 -0.2910
```